This record from OMol25 describes a structure of composition C33H27AsCrN6O8S. The level of theory is ωB97M-V/def2-TZVPD.

Strongest force on any atom = 0.36 eV Å⁻¹
HOMO level (spin up / spin down) = -10.3434 / -10.3398 eV
Relative energy (zero: lowest compared OMol25 entry of this formula, charge and spin) = 66.2 kJ/mol
⟨S²⟩ = 3.7950
Orbital gap (spin up / spin down) = 0.2340 / 0.2185 Eh
DFT total energy = -160067.131 eV
LUMO level (spin up / spin down) = -3.976 / -4.393 eV

```
! RIJCOSX wB97M-V def2-TZVPD def2/J DEFGRID3
* xyz 1 4
Cr 0.773 -0.379 -0.208
O 1.615 1.181 6.373
C 1.852 0.056 5.922
O 2.150 -1.036 6.424
C 1.742 -0.012 4.366
C 2.067 -1.195 3.700
C 1.905 -1.245 2.335
N 1.396 -0.194 1.674
C 1.273 1.001 2.261
C 1.408 1.121 3.630
C 1.223 2.084 1.256
C 1.091 3.420 1.570
C 1.212 4.360 0.554
C 1.461 3.933 -0.736
C 1.549 2.573 -0.983
N 1.442 1.661 -0.017
C 2.383 -2.286 1.402
C 3.052 -3.427 1.809
C 3.528 -4.303 0.848
C 3.316 -4.015 -0.491
C 2.635 -2.859 -0.824
N 2.183 -1.998 0.094
H 2.452 -2.006 4.305
H 1.309 2.052 4.175
H 0.915 3.719 2.593
H 1.120 5.414 0.778
H 1.570 4.632 -1.552
H 1.703 2.201 -1.985
H 3.201 -3.614 2.863
H 4.060 -5.198 1.142
H 3.675 -4.669 -1.273
H 2.448 -2.607 -1.858
O -0.885 1.728 -2.102
C -1.462 1.332 -1.107
O -0.968 0.494 -0.232
C -2.864 1.777 -0.795
C -3.590 1.191 0.231
C -4.887 1.606 0.458
C -5.491 2.602 -0.283
C -4.734 3.169 -1.290
C -3.440 2.776 -1.570
N -5.344 4.241 -2.113
O -4.644 4.745 -2.964
O -6.494 4.530 -1.876
N -5.656 0.940 1.532
O -5.113 0.013 2.103
O -6.765 1.356 1.762
H -3.165 0.418 0.849
H -6.504 2.921 -0.090
H -2.887 3.237 -2.376
S -0.059 -0.933 -4.666
C -0.256 -1.013 -2.983
N 0.782 -0.700 -2.261
C 1.865 -0.352 -3.073
C 3.139 0.022 -2.637
C 4.090 0.322 -3.588
C 3.795 0.253 -4.958
C 2.544 -0.122 -5.398
C 1.581 -0.425 -4.437
H -1.205 -1.283 -2.544
H 3.372 0.078 -1.580
H 5.082 0.616 -3.273
H 4.562 0.495 -5.679
H 2.318 -0.177 -6.454
C -0.489 -3.976 1.129
As -0.924 -2.151 0.644
C -1.619 -1.435 2.305
C -2.507 -2.411 -0.446
H -1.404 -4.490 1.421
H 0.201 -3.982 1.970
H -0.035 -4.494 0.286
H -2.612 -1.834 2.505
H -1.665 -0.350 2.243
H -0.947 -1.711 3.118
H -3.303 -2.812 0.179
H -2.292 -3.118 -1.247
H -2.832 -1.460 -0.864
*
```

This record from OMol25 describes the ion C3H5N2 with charge +1. The level of theory is ωB97M-V/def2-TZVPD.

Strongest force on any atom = 3.64 eV Å⁻¹
HOMO level = -15.4195 eV
Relative energy (zero: lowest compared OMol25 entry of this formula, charge and spin) = 460.0 kJ/mol
Orbital gap = 0.3508 Eh
DFT total energy = -6161.125 eV
LUMO level = -5.875 eV

```
! RIJCOSX wB97M-V def2-TZVPD def2/J DEFGRID3
* xyz 1 1
C -0.078 0.075 -0.273
C -0.956 -1.117 -0.228
C 0.768 0.764 0.668
N 0.788 2.019 0.922
N -0.386 -0.414 -1.384
H -0.610 -2.082 0.154
H -2.137 -1.049 -0.117
H 1.360 -0.015 1.167
H 1.549 2.408 1.446
H -0.299 -0.588 -2.356
*
```

This record from OMol25 describes a structure of composition C42H51N3O5PRuSiTe. The level of theory is ωB97M-V/def2-TZVPD.

Strongest force on any atom = 1.19 eV Å⁻¹
HOMO level (spin up / spin down) = -13.1287 / -13.1276 eV
Relative energy (zero: lowest compared OMol25 entry of this formula, charge and spin) = 2.7 kJ/mol
⟨S²⟩ = 0.7576
Orbital gap (spin up / spin down) = 0.2803 / 0.2478 Eh
DFT total energy = -86122.579 eV
LUMO level (spin up / spin down) = -5.503 / -6.385 eV

```
! RIJCOSX wB97M-V def2-TZVPD def2/J DEFGRID3
* xyz 2 2
Ru -0.069 -0.370 -0.575
C 0.824 0.601 1.699
C 1.455 -0.627 1.534
C 1.127 -1.696 2.387
C 0.235 -1.507 3.414
C -0.392 -0.266 3.584
C -0.131 0.767 2.717
H 1.204 1.470 1.179
H 2.332 -0.701 0.901
H 1.642 -2.642 2.281
H 0.039 -2.308 4.117
H -1.056 -0.116 4.427
H -0.570 1.744 2.872
C -4.784 -0.890 -2.525
C -3.737 0.177 -2.339
O -2.509 -0.209 -3.012
P -1.057 -0.662 -2.614
O -0.209 -0.066 -3.797
C -0.484 1.179 -4.511
C -1.223 0.890 -5.792
O -0.953 -2.214 -2.876
C -1.078 -2.840 -4.187
C -2.482 -3.347 -4.408
H -5.709 -0.580 -2.035
H -4.473 -1.842 -2.099
H -4.997 -1.026 -3.584
H -3.524 0.406 -1.296
H -4.035 1.103 -2.823
H 0.500 1.607 -4.700
H -1.036 1.854 -3.854
H -0.693 0.145 -6.386
H -1.288 1.804 -6.384
H -2.235 0.538 -5.597
H -0.362 -3.660 -4.180
H -0.777 -2.125 -4.951
H -2.800 -3.974 -3.575
H -2.518 -3.952 -5.315
H -3.187 -2.525 -4.522
C 4.443 -2.256 -3.644
N 3.302 -1.984 -2.782
C 2.660 -2.974 -1.923
C 1.560 -2.132 -1.341
O 0.649 -2.377 -0.522
N 1.619 -0.884 -1.821
C 2.652 -0.819 -2.690
N 2.939 0.258 -3.374
H 4.886 -3.202 -3.342
H 5.203 -1.485 -3.523
H 4.143 -2.328 -4.689
H 3.339 -3.349 -1.155
H 2.257 -3.818 -2.487
H 2.488 1.137 -3.141
H 3.767 0.303 -3.944
C -3.354 -0.888 1.979
Te -2.335 -1.538 0.219
C -1.950 -3.278 1.390
C -3.260 -3.382 2.142
C -3.784 -4.605 2.537
C -4.989 -4.656 3.225
C -5.680 -3.487 3.507
C -5.169 -2.261 3.104
C -3.957 -2.202 2.428
H -4.083 -0.125 1.718
H -2.635 -0.493 2.690
H -1.099 -3.088 2.033
H -1.744 -4.115 0.729
H -3.251 -5.519 2.308
H -5.392 -5.612 3.531
H -6.623 -3.527 4.034
H -5.713 -1.350 3.317
O -0.063 1.553 -0.886
Si 0.286 3.155 -0.945
C 2.005 3.160 -1.725
C 2.256 3.594 -3.031
C 3.543 3.588 -3.564
C 4.612 3.157 -2.787
C 4.388 2.727 -1.483
C 3.099 2.725 -0.965
C 0.339 3.888 0.763
C -0.829 3.794 1.533
C -0.914 4.360 2.795
C 0.179 5.047 3.314
C 1.336 5.177 2.559
C 1.411 4.605 1.297
C -0.967 4.047 -1.980
C -0.738 5.385 -2.324
C -1.644 6.101 -3.091
C -2.816 5.491 -3.518
C -3.075 4.171 -3.168
C -2.153 3.462 -2.412
H 1.436 3.976 -3.636
H 3.716 3.949 -4.570
H 5.618 3.180 -3.187
H 5.221 2.413 -0.866
H 2.949 2.400 0.060
H -1.705 3.295 1.118
H -1.828 4.286 3.370
H 0.119 5.493 4.298
H 2.177 5.731 2.953
H 2.321 4.737 0.721
H 0.164 5.885 -1.981
H -1.445 7.133 -3.347
H -3.531 6.048 -4.109
H -4.004 3.713 -3.480
H -2.369 2.439 -2.120
*
```

This record from OMol25 describes a cluster of 2 separate species, C2H9NS2 in total. The level of theory is ωB97M-V/def2-TZVPD.

Strongest force on any atom = 0.91 eV Å⁻¹
HOMO level = -8.8568 eV
Relative energy (zero: lowest compared OMol25 entry of this formula, charge and spin) = 54.5 kJ/mol
Orbital gap = 0.3344 Eh
DFT total energy = -25380.149 eV
LUMO level = 0.242 eV

```
! RIJCOSX wB97M-V def2-TZVPD def2/J DEFGRID3
* xyz 0 1
S 2.338 -0.845 -1.057
S 2.404 0.676 0.361
H 2.879 -0.197 -2.092
H 1.100 0.955 0.269
C -2.775 -1.189 0.624
C -3.243 0.090 -0.076
N -3.298 1.281 0.735
H -3.462 -1.389 1.445
H -2.818 -1.987 -0.103
H -1.785 -1.067 1.052
H -2.572 0.309 -0.906
H -4.213 -0.120 -0.529
H -2.409 1.716 0.903
H -3.965 1.337 1.492
*
```

This record from OMol25 describes a structure of composition C36H32N8O3ReS3Si. The level of theory is ωB97M-V/def2-TZVPD.

Strongest force on any atom = 0.63 eV Å⁻¹
HOMO level (spin up / spin down) = -12.3869 / -12.4011 eV
Relative energy (zero: lowest compared OMol25 entry of this formula, charge and spin) = 30.0 kJ/mol
⟨S²⟩ = 0.7591
Orbital gap (spin up / spin down) = 0.1943 / 0.1850 Eh
DFT total energy = -98416.480 eV
LUMO level (spin up / spin down) = -7.099 / -7.366 eV

```
! RIJCOSX wB97M-V def2-TZVPD def2/J DEFGRID3
* xyz 2 2
Re -0.389 -0.162 0.612
C 2.195 -2.247 -0.977
Si 2.812 -1.006 0.292
C 4.483 -0.556 -0.401
C 3.097 -1.485 2.088
N 1.506 0.275 0.431
C 1.868 1.659 0.354
C 3.152 2.180 0.412
C 3.364 3.550 0.355
C 2.303 4.427 0.242
C 1.008 3.937 0.212
C 0.845 2.569 0.283
O -0.414 1.924 0.270
C -1.544 2.791 0.315
C -1.892 3.455 -0.849
C -3.009 4.275 -0.822
C -3.744 4.414 0.351
C -3.356 3.751 1.506
C -2.233 2.930 1.500
H 2.632 -3.235 -0.813
H 2.575 -1.897 -1.941
H 1.123 -2.366 -1.086
H 4.951 -1.524 -0.614
H 5.148 -0.032 0.282
H 4.438 -0.015 -1.347
H 3.602 -2.448 2.193
H 2.219 -1.474 2.736
H 3.775 -0.731 2.496
H 3.996 1.532 0.550
H 4.373 3.932 0.415
H 2.474 5.493 0.189
H 0.164 4.608 0.147
H -1.296 3.334 -1.745
H -3.304 4.809 -1.715
H -4.615 5.055 0.366
H -3.914 3.883 2.422
H -1.891 2.429 2.393
S -4.608 -5.967 -1.924
N -4.834 -4.383 -2.080
C -3.823 -3.790 -1.462
C -3.628 -2.362 -1.339
C -4.522 -1.417 -1.853
C -4.259 -0.083 -1.644
C -3.117 0.285 -0.944
N -2.233 -0.598 -0.467
C -2.496 -1.920 -0.661
C -1.557 -2.852 -0.075
N -0.500 -2.308 0.581
C 0.336 -3.139 1.204
C 0.192 -4.522 1.188
C -0.853 -5.082 0.492
C -1.756 -4.229 -0.152
C -2.911 -4.699 -0.883
N -3.245 -5.967 -1.072
H -5.401 -1.751 -2.389
H -4.921 0.689 -2.007
H -2.914 1.323 -0.758
H 1.153 -2.688 1.739
H 0.912 -5.128 1.719
H -1.002 -6.153 0.439
N -2.236 7.073 4.770
C -1.391 6.012 4.656
C -0.394 5.995 3.665
C 0.449 4.915 3.542
C 0.314 3.825 4.400
C -0.661 3.830 5.396
C -1.510 4.907 5.518
S 1.378 2.464 4.229
O 2.582 2.856 3.575
O 1.409 1.722 5.461
N 0.553 1.520 3.098
C -0.110 0.505 3.473
S -0.361 -0.155 5.088
C -1.430 -1.358 4.423
C -1.519 -1.329 3.098
N -0.759 -0.303 2.483
H -2.020 7.930 4.292
H -2.819 7.155 5.584
H -0.277 6.851 3.012
H 1.238 4.914 2.802
H -0.731 3.000 6.087
H -2.256 4.920 6.302
H -1.959 -2.036 5.074
H -2.158 -1.949 2.493
*
```

This record from OMol25 describes a structure of composition C42H41MnNO4P2. The level of theory is ωB97M-V/def2-TZVPD.

Strongest force on any atom = 3.43 eV Å⁻¹
HOMO level (spin up / spin down) = -7.5355 / -7.9412 eV
⟨S²⟩ = 8.7810
Orbital gap (spin up / spin down) = 0.2487 / 0.2553 Eh
DFT total energy = -103791.862 eV
LUMO level (spin up / spin down) = -0.767 / -0.994 eV

```
! RIJCOSX wB97M-V def2-TZVPD def2/J DEFGRID3
* xyz 0 6
Mn 0.063 0.155 4.286
C -2.191 -0.079 5.184
C -2.154 -0.426 3.838
C -2.644 0.478 2.733
C -1.576 1.359 2.051
C -0.485 1.862 2.960
C -0.686 2.302 4.276
C -2.025 2.480 4.931
C -2.588 1.261 5.706
C 1.971 -0.015 3.699
H -2.206 -0.882 5.931
H -2.144 -1.501 3.601
H -3.471 1.110 3.090
H -3.082 -0.165 1.952
H -1.115 0.791 1.226
H -2.092 2.205 1.568
H 0.458 2.144 2.471
H 0.135 2.838 4.775
H -2.772 2.821 4.197
H -1.904 3.286 5.675
H -2.260 1.336 6.757
H -3.689 1.354 5.738
H 2.403 -0.717 4.428
H 2.413 0.987 3.810
H 2.052 -0.382 2.666
P -0.028 -2.260 -4.966
P 1.936 0.433 -5.219
C -0.616 -0.663 -5.588
C 0.193 0.423 -5.702
C -0.883 -3.451 -6.096
C -2.064 -3.155 -6.791
C -2.675 -4.128 -7.591
C -2.108 -5.401 -7.709
C -0.910 -5.694 -7.041
C -0.291 -4.723 -6.256
C -0.987 -2.397 -3.404
C -0.618 -1.536 -2.349
C -1.349 -1.540 -1.163
C -2.456 -2.390 -1.016
C -2.802 -3.264 -2.057
C -2.063 -3.277 -3.242
C 2.607 1.190 -6.796
C 2.574 0.395 -7.961
C 2.938 0.938 -9.194
C 3.351 2.276 -9.278
C 3.429 3.054 -8.118
C 3.074 2.508 -6.878
C 2.013 1.847 -4.063
C 3.148 1.920 -3.227
C 3.320 3.010 -2.377
C 2.356 4.030 -2.332
C 1.210 3.935 -3.129
C 1.024 2.836 -3.976
H -1.678 -0.601 -5.852
H -0.154 1.342 -6.191
H -2.525 -2.173 -6.712
H -3.598 -3.886 -8.118
H -2.593 -6.162 -8.322
H -0.460 -6.683 -7.137
H 0.653 -4.940 -5.752
H 0.229 -0.858 -2.477
H -1.063 -0.881 -0.339
H -3.044 -2.372 -0.095
H -3.653 -3.934 -1.946
H -2.344 -3.955 -4.049
H 2.236 -0.641 -7.899
H 2.894 0.324 -10.096
H 3.614 2.708 -10.245
H 3.758 4.092 -8.172
H 3.131 3.125 -5.982
H 3.895 1.125 -3.264
H 4.210 3.075 -1.748
H 2.501 4.892 -1.677
H 0.455 4.723 -3.096
H 0.119 2.767 -4.575
O 0.071 -1.660 6.697
C 0.374 -0.511 7.099
O 0.554 0.526 6.342
C 0.510 -0.261 8.598
C 0.710 1.041 9.106
C 0.806 1.270 10.482
C 0.710 0.192 11.382
C 0.508 -1.113 10.889
C 0.405 -1.328 9.517
N 0.833 0.399 12.787
O 1.018 1.558 13.226
O 0.755 -0.600 13.545
H 0.789 1.875 8.413
H 0.963 2.271 10.880
H 0.441 -1.931 11.599
H 0.238 -2.338 9.151
*
```

This record from OMol25 describes a cluster of 3 separate species, C2H9NO4 in total. The level of theory is ωB97M-V/def2-TZVPD.

Strongest force on any atom = 1.17 eV Å⁻¹
HOMO level = -9.1974 eV
Relative energy (zero: lowest compared OMol25 entry of this formula, charge and spin) = 98.9 kJ/mol
Orbital gap = 0.3623 Eh
DFT total energy = -11899.805 eV
LUMO level = 0.662 eV

```
! RIJCOSX wB97M-V def2-TZVPD def2/J DEFGRID3
* xyz 0 1
C 0.868 1.389 -0.373
N -0.132 2.267 0.221
C -0.422 2.265 1.581
O -1.692 1.890 1.835
O 0.350 2.547 2.470
H 0.910 0.453 0.168
H 1.863 1.827 -0.363
H 0.611 1.190 -1.423
H -0.289 3.107 -0.305
H -1.717 1.668 2.777
H -0.294 -1.637 1.854
H -0.076 -0.866 3.121
O -0.788 -1.186 2.552
H 1.064 -4.978 -4.643
H -0.400 -5.002 -5.133
O 0.144 -4.933 -4.340
*
```

This record from OMol25 describes a structure of composition C33H39CeN5. The level of theory is ωB97M-V/def2-TZVPD.

Strongest force on any atom = 6.61 eV Å⁻¹
HOMO level (spin up / spin down) = -0.6812 / -0.7816 eV
⟨S²⟩ = 0.7560
Orbital gap (spin up / spin down) = 0.1082 / 0.1118 Eh
DFT total energy = -55228.912 eV
LUMO level (spin up / spin down) = 2.263 / 2.262 eV

```
! RIJCOSX wB97M-V def2-TZVPD def2/J DEFGRID3
* xyz -1 2
Ce 0.330 -0.296 0.636
N 1.259 -3.195 3.271
N 0.646 -2.163 -1.024
C 1.424 2.061 0.269
C 2.484 1.129 0.570
C 2.380 0.786 1.966
C 3.202 -0.203 2.710
H 4.118 -0.447 2.161
H 2.667 -1.152 2.875
H 3.477 0.188 3.701
C 1.261 1.495 2.516
C 0.838 1.458 3.944
H 1.363 2.209 4.558
H 1.049 0.478 4.391
H -0.236 1.648 4.048
C 0.677 2.285 1.475
C -0.474 3.218 1.644
H -1.292 2.737 2.198
H -0.871 3.532 0.672
H -0.197 4.131 2.195
C 3.536 0.653 -0.375
H 4.446 1.271 -0.288
H 3.203 0.716 -1.419
H 3.823 -0.387 -0.173
C 1.170 2.709 -1.052
H 0.095 2.864 -1.223
H 1.537 2.086 -1.877
H 1.664 3.691 -1.133
C 0.408 -3.673 4.181
H 0.798 -3.587 5.203
C -0.833 -4.246 3.858
H -1.405 -4.666 4.642
C -1.244 -4.277 2.510
H -2.192 -4.732 2.244
C -0.435 -3.718 1.527
H -0.708 -3.674 0.447
C 0.849 -3.016 1.971
C 1.629 -1.952 1.392
H 2.588 -2.449 0.871
C 0.229 -1.000 -1.571
C 1.034 -2.940 -2.060
H 1.463 -3.935 -1.729
C 0.855 -2.421 -3.224
H 0.954 -2.768 -4.321
N 0.281 -1.118 -2.971
C 0.137 0.015 -3.735
C 1.239 0.382 -4.521
C 1.050 1.556 -5.274
H 1.828 1.817 -5.960
C -0.117 2.291 -5.127
C -0.340 3.477 -6.005
H -0.876 4.259 -5.457
H -0.941 3.214 -6.889
H 0.623 3.867 -6.353
C -1.114 1.962 -4.205
H -2.007 2.533 -4.084
C -0.976 0.800 -3.432
C -2.017 0.429 -2.417
H -2.090 -0.648 -2.219
H -2.989 0.756 -2.802
H -1.895 0.948 -1.449
C 2.515 -0.392 -4.540
H 2.378 -1.420 -4.894
H 3.042 -0.433 -3.571
H 3.179 0.118 -5.240
N -5.544 -0.642 3.862
C -4.341 -0.477 3.255
C -3.142 -0.955 3.800
C -1.948 -0.737 3.131
N -1.901 -0.142 1.905
C -3.055 0.370 1.383
C -4.292 0.222 2.019
H -5.580 -1.158 4.782
H -6.382 -0.308 3.513
H -3.145 -1.507 4.746
H -0.990 -1.049 3.569
H -2.972 0.905 0.433
H -5.190 0.620 1.570
*
```

This record from OMol25 describes a structure of composition C5H8O2. The level of theory is ωB97M-V/def2-TZVPD.

Strongest force on any atom = 0.67 eV Å⁻¹
HOMO level = -9.1122 eV
Relative energy (zero: lowest compared OMol25 entry of this formula, charge and spin) = 187.4 kJ/mol
Orbital gap = 0.3624 Eh
DFT total energy = -9407.890 eV
LUMO level = 0.750 eV

```
! RIJCOSX wB97M-V def2-TZVPD def2/J DEFGRID3
* xyz 0 1
C 1.873 -0.124 0.120
C 0.361 -0.234 -0.123
O 0.108 -0.964 -1.309
C -1.040 -0.629 0.674
C -1.729 0.557 -0.077
C -0.339 1.104 0.054
O 0.055 2.015 0.748
H 2.389 -1.032 0.435
H 2.311 0.164 -0.856
H 2.117 0.707 0.786
H 0.864 -0.884 -1.900
H -1.370 -1.626 0.385
H -1.121 -0.471 1.753
H -1.982 0.263 -1.096
H -2.498 1.154 0.407
*
```

The highest DFT total energy belongs to which entry?
C3H5N2